No. 1
The following is a DFT calculation (the ωB97M-V functional and the def2-TZVPD basis) of the molecule C3H7NOS at a distorted geometry.

For the HOMO-LUMO gap, the calculation gives 9.871 eV. As for the SMILES: NC(=O)CCS. The charge is 0. As for the maximum force: 1.37 eV/A.

Last column: Löwdin charge in e.
Positions of all 13 atoms, in Å:
N -2.1072 0.9363 0.2347  0.1444
C -1.2123 0.1229 -0.3946  -0.5614
O -1.5261 -0.5591 -1.3370  0.0744
C 0.1721 0.1617 0.2176  -0.2014
C 1.1775 -0.7429 -0.4641  -0.5864
S 2.9001 -0.3999 -0.0707  0.6978
H -2.9521 1.0828 -0.2878  0.1021
H -2.1240 1.1964 1.2066  0.1024
H 0.5105 1.1968 0.1029  0.1143
H 0.1160 0.0071 1.2977  0.1185
H 1.0787 -0.6580 -1.5433  0.0763
H 1.0156 -1.7918 -0.2216  0.0724
H 2.9512 -0.5523 1.2595  -0.1536


No. 2
The following is a DFT calculation (the ωB97M-V functional and the def2-TZVPD basis) of the molecule C3H7NOS at a distorted geometry.

For the HOMO-LUMO gap, the calculation gives 10.102 eV. As for the SMILES: O=CNCCS. The charge is 0. As for the maximum force: 1.92 eV/A.

Last column: Löwdin charge in e.
Positions of all 13 atoms, in Å:
O 2.5686 -1.1907 0.0967  0.0490
C 1.7568 -1.0661 -0.7810  -0.3956
N 0.4173 -1.2900 -0.6963  0.0017
C -0.4444 -0.8256 0.4188  -0.2280
C -0.3515 0.7215 0.5372  -0.5983
S -1.8691 1.5590 0.1856  0.7136
H 2.0115 -0.5787 -1.7364  0.1300
H -0.1192 -1.2237 -1.5405  0.1174
H -0.2327 -1.3586 1.3434  0.1124
H -1.4693 -1.1556 0.2070  0.0998
H 0.4232 1.0777 -0.1391  0.0595
H 0.0991 0.9325 1.5083  0.0801
H -1.6200 2.6751 0.8829  -0.1417


No. 3
The following is a DFT calculation (the ωB97M-V functional and the def2-TZVPD basis) of the molecule C3H7NOS at a distorted geometry.

For the HOMO-LUMO gap, the calculation gives 9.801 eV. As for the SMILES: N[C@@H](C=O)CS. The charge is 0. As for the maximum force: 1.50 eV/A.

Last column: Löwdin charge in e.
Positions of all 13 atoms, in Å:
N -0.0650 1.7114 -0.4005  0.0661
C 0.2768 0.4895 0.2534  -0.4582
C 0.1968 0.6480 1.7543  -0.2329
O -0.6583 1.2387 2.3512  0.0766
C -0.5429 -0.7327 -0.2730  -0.5149
S 0.2700 -1.5550 -1.6774  0.6983
H -0.0223 1.6955 -1.3849  0.0676
H -0.1727 2.5338 0.1223  0.0650
H 1.3308 0.2066 0.0859  0.1049
H 1.0633 0.2501 2.3188  0.1263
H -1.5001 -0.3094 -0.5723  0.0796
H -0.6950 -1.4641 0.5150  0.0656
H 1.3835 -1.8487 -0.9966  -0.1441


No. 4
The following is a DFT calculation (the ωB97M-V functional and the def2-TZVPD basis) of the molecule C3H7NOS at a distorted geometry.

For the HOMO-LUMO gap, the calculation gives 10.008 eV. As for the SMILES: NC(=O)CCS. The charge is 0. As for the maximum force: 6.95 eV/A.

Last column: Löwdin charge in e.
Positions of all 13 atoms, in Å:
N 1.5153 -1.7998 0.5785  0.1308
C 1.1940 -0.6241 -0.0072  -0.4789
O 2.1209 0.2811 -0.1473  -0.0271
C -0.2608 -0.2603 -0.1039  -0.1747
C -0.8050 1.1942 0.0369  -0.6269
S -2.4013 1.4717 -0.5312  0.7450
H 2.4641 -2.0840 0.6150  0.0922
H 0.9553 -2.1729 1.3794  0.1309
H -0.7203 -0.5230 -1.1732  0.1494
H -0.6755 -0.9602 0.5980  0.0895
H -0.2571 1.8684 -0.5646  0.0548
H -0.6750 1.5887 1.0355  0.0766
H -2.4545 2.0202 -1.7160  -0.1614


No. 5
The following is a DFT calculation (the ωB97M-V functional and the def2-TZVPD basis) of the molecule C3H7NOS at a distorted geometry.

Its expectation value of S² is 2.0118. For the HOMO-LUMO gap (spin up / spin down), the calculation gives 5.454 / 7.487 eV. The charge is 0. The spin multiplicity is 3. As for the maximum force: 5.92 eV/A.

Last column: Löwdin spin population.
Positions of all 13 atoms, in Å:
C 0.0638 1.1402 0.3990  0.0642
C -1.0565 1.2622 1.0598  0.1782
C -0.5244 -1.4824 0.5761  0.8218
N 0.8517 -0.3906 -1.8671  0.2882
O 2.0815 -0.6644 0.4424  0.0512
S 0.7311 -0.5695 -0.0416  0.3914
H 0.8132 1.8122 0.2762  0.0015
H -1.2259 2.3331 1.3619  0.0087
H -1.7186 0.3927 1.1729  0.0316
H -0.4367 -2.4911 0.9594  0.0547
H -1.2081 -1.6282 -0.1912  0.0553
H -0.0554 0.0389 -2.0038  0.0110
H 1.6843 0.2470 -2.1439  0.0422


No. 6
The following is a DFT calculation (the ωB97M-V functional and the def2-TZVPD basis) of the molecule C3H7NOS2 at a distorted geometry.

For the HOMO-LUMO gap, the calculation gives 9.762 eV. The charge is 0. As for the maximum force: 2.94 eV/A.

Last column: Löwdin charge in e.
Positions of all 14 atoms, in Å:
C -0.1872 -0.4135 0.7732  -0.2474
C 0.9378 0.1615 -0.1131  -0.3244
C -1.4757 -0.7624 -0.0141  -0.3803
N 2.0840 0.2121 0.3616  -0.4245
O -2.7125 1.6057 0.5762  -0.6115
S 3.3921 1.0426 -0.2951  0.7125
S -2.3388 0.8256 -0.5793  0.8285
H 0.2426 -1.1349 1.5335  0.1241
H -0.5445 0.3708 1.5403  0.1234
H 0.5929 0.6198 -1.0939  0.1024
H -1.1586 1.6109 -0.9091  0.0147
H -1.2622 -1.2507 -1.0275  0.0826
H -2.3098 -1.5311 0.3852  0.1319
H 3.9857 1.0118 0.9235  -0.1319


No. 7
The following is a DFT calculation (the ωB97M-V functional and the def2-TZVPD basis) of the molecule C3H7NOS2 at a distorted geometry.

For the HOMO-LUMO gap, the calculation gives 8.267 eV. The charge is 0. As for the maximum force: 5.55 eV/A.

Last column: Löwdin charge in e.
Positions of all 14 atoms, in Å:
C -0.4700 -0.0444 0.2962  -0.9330
C -2.3090 1.3050 0.0874  -0.0535
C 1.6975 -1.6618 -0.4664  -0.2944
N 2.1055 0.8214 0.0551  -0.3950
O -0.8532 1.1361 0.0943  -0.1458
S -1.3634 -1.5234 0.2653  0.6100
S 1.3828 -0.3165 0.7477  0.8290
H -2.4556 2.2588 -0.4676  0.1006
H -2.4955 1.4435 1.1760  0.1077
H -2.8198 0.3618 -0.3866  0.0725
H 2.8546 -1.7123 -0.6660  0.0945
H 1.2388 -1.1360 -1.3311  0.0487
H 1.3029 -2.5581 0.0153  0.0151
H 2.1845 1.6260 0.5804  -0.0564


No. 8
The following is a DFT calculation (the ωB97M-V functional and the def2-TZVPD basis) of the molecule C3H7NOS2 at a distorted geometry.

For the HOMO-LUMO gap, the calculation gives 9.795 eV. As for the SMILES: N[C@H](C=O)CSS. The charge is 0. As for the maximum force: 1.76 eV/A.

Last column: Löwdin charge in e.
Positions of all 14 atoms, in Å:
N 1.0239 1.5804 -0.4423  0.0345
C -0.1236 0.6511 -0.6192  -0.4227
C -1.2218 1.6174 -0.1350  -0.2414
O -1.8328 1.5106 0.8870  0.0695
C -0.0564 -0.5841 0.2560  -0.5449
S 0.9897 -1.8922 -0.5126  0.4064
S 0.7641 -3.4035 0.7821  0.2796
H 1.2152 1.7649 0.5375  0.0867
H 1.8390 1.1235 -0.8335  0.0693
H -0.2325 0.3720 -1.6653  0.1338
H -1.1446 2.6176 -0.6087  0.1257
H -1.0811 -0.8239 0.5896  0.0863
H 0.2097 -0.3941 1.3095  0.0852
H -0.3489 -4.1397 0.4549  -0.1680


No. 9
The following is a DFT calculation (the ωB97M-V functional and the def2-TZVPD basis) of the molecule C3H7NOS2 at a distorted geometry.

For the HOMO-LUMO gap, the calculation gives 8.791 eV. As for the SMILES: N[C@@H](C=O)CSS. The charge is 0. As for the maximum force: 4.95 eV/A.

Last column: Löwdin charge in e.
Positions of all 14 atoms, in Å:
N -1.4820 -0.2542 -0.6770  0.0383
C -0.6387 -1.2001 0.1463  -0.3889
C -0.2350 -2.3771 -0.7664  -0.2011
O -0.6154 -3.5604 -0.6408  0.0399
C 0.6933 -0.4181 0.4967  -0.5600
S 0.3778 1.2185 1.2824  0.4405
S 0.6463 2.4153 -0.4219  0.3001
H -1.1379 -0.3357 -1.6525  0.0853
H -2.4165 -0.4456 -0.7503  0.0346
H -1.1192 -1.4527 1.1532  0.1596
H 0.2802 -1.8718 -1.5509  0.1023
H 1.3992 -1.0628 1.0664  0.0847
H 1.3389 -0.4937 -0.4208  0.0687
H 1.6498 1.7558 -1.0069  -0.2042


For each record above, in turn, the calculated total energy values are -17597.7316; -17596.7515; -17596.3827; -17596.3426; -17588.6087; -28429.2828; -28428.9186; -28431.5592; -28430.8053 eV.
For each record above, in turn, the calculated energy above the lowest of the compared OMol25 structures with the same formula, charge and spin values are 0.198; 1.178; 1.547; 1.587; 5.091; 3.959; 4.323; 1.683; 2.437 eV.